[1]
{"formula": "C30H80O30S10", "method": "ωB97M-V/def2-TZVPD", "symbols": ["O", "S", "O", "O", "C", "C", "C", "H", "H", "H", "H", "H", "H", "H", "H", "O", "S", "O", "O", "C", "C", "C", "H", "H", "H", "H", "H", "H", "H", "H", "O", "S", "O", "O", "C", "C", "C", "H", "H", "H", "H", "H", "H", "H", "H", "O", "S", "O", "O", "C", "C", "C", "H", "H", "H", "H", "H", "H", "H", "H", "O", "S", "O", "O", "C", "C", "C", "H", "H", "H", "H", "H", "H", "H", "H", "O", "S", "O", "O", "C", "C", "C", "H", "H", "H", "H", "H", "H", "H", "H", "O", "S", "O", "O", "C", "C", "C", "H", "H", "H", "H", "H", "H", "H", "H", "O", "S", "O", "O", "C", "C", "C", "H", "H", "H", "H", "H", "H", "H", "H", "O", "S", "O", "O", "C", "C", "C", "H", "H", "H", "H", "H", "H", "H", "H", "O", "S", "O", "O", "C", "C", "C", "H", "H", "H", "H", "H", "H", "H", "H"], "xyz": [[-3.53314, -4.99772, -1.59584], [-4.69941, -4.21350, -1.36181], [-4.90872, -3.58443, -0.08722], [-4.72821, -3.06742, -2.54841], [-4.48024, -3.46651, -3.89894], [-3.21830, -2.67012, -4.30185], [-6.22997, -5.11698, -1.81923], [-5.31969, -2.96206, -4.38777], [-4.39278, -4.54350, -4.01575], [-2.36951, -2.89586, -3.64452], [-3.21498, -1.59921, -4.06313], [-2.83928, -2.68172, -5.32496], [-6.98801, -4.33755, -1.76416], [-6.47422, -5.83320, -1.03856], [-6.10599, -5.55795, -2.80146], [-6.48098, 1.77543, 0.24619], [-5.36134, 0.94378, 0.62753], [-4.07443, 1.57131, 0.81818], [-5.82511, 0.23255, 2.01174], [-7.12108, -0.36806, 2.04395], [-7.32608, -1.14541, 3.32457], [-5.11646, -0.33603, -0.63746], [-7.29491, -1.06788, 1.21937], [-7.86407, 0.40767, 1.84927], [-6.54447, -1.89791, 3.44770], [-8.21661, -1.77600, 3.25790], [-7.44620, -0.56735, 4.23857], [-4.97629, 0.23763, -1.55323], [-5.95712, -1.01563, -0.75314], [-4.22529, -0.93508, -0.46201], [3.24121, 1.28255, -5.10416], [4.40182, 1.11033, -4.28122], [5.68803, 0.75069, -4.81414], [4.56771, 2.53022, -3.45800], [5.89313, 2.98915, -3.15304], [6.55044, 2.36156, -1.96466], [3.99162, -0.00917, -2.91510], [5.75821, 4.05350, -2.94745], [6.50868, 2.95181, -4.05233], [7.43996, 2.91001, -1.64392], [6.99362, 1.37510, -2.12598], [5.88643, 2.28364, -1.10316], [2.93422, 0.07843, -2.66928], [4.62379, 0.16912, -2.05356], [4.05214, -1.01823, -3.32522], [-3.80219, 1.89583, -4.45526], [-4.48527, 1.78970, -5.69593], [-3.75454, 1.46790, -6.89680], [-5.80046, 0.85608, -5.47920], [-6.79664, 0.68974, -6.49751], [-7.57296, -0.56563, -6.10100], [-5.29773, 3.38313, -5.97303], [-6.34217, 0.60455, -7.48562], [-7.44456, 1.56780, -6.48051], [-8.21856, -0.35102, -5.25086], [-6.95288, -1.43415, -5.89426], [-8.22675, -0.83079, -6.93567], [-4.54556, 4.12435, -6.24548], [-5.69415, 3.77776, -5.03951], [-6.01924, 3.34127, -6.78468], [0.60708, -5.80281, 1.16974], [0.00411, -4.56612, 1.62940], [-1.29771, -4.55216, 2.22115], [1.07038, -3.79516, 2.59812], [1.73878, -4.64364, 3.58148], [0.75857, -5.32689, 4.51014], [0.01257, -3.39373, 0.22381], [2.28997, -3.90809, 4.17502], [2.53361, -5.20750, 3.10284], [1.34144, -6.09695, 5.03173], [0.10404, -5.99473, 3.94948], [0.34350, -4.62457, 5.22178], [0.55451, -3.81336, -0.62473], [0.63548, -2.53956, 0.48324], [-0.99469, -3.16997, -0.11207], [-1.31574, 2.62235, 4.47574], [-1.24038, 1.86501, 3.26717], [-1.23841, 2.47226, 1.95621], [0.12947, 0.93046, 3.38111], [0.31778, 0.27710, 4.63171], [0.95994, -1.08251, 4.39374], [-2.45368, 0.46238, 3.18965], [-0.58399, 0.10437, 5.22185], [0.99249, 0.90120, 5.22278], [0.39058, -1.75123, 3.74535], [1.01033, -1.60456, 5.35205], [1.94028, -0.97370, 3.92726], [-3.46034, 0.83721, 3.32842], [-2.12030, -0.24479, 3.94463], [-2.25450, 0.03051, 2.21146], [-4.07007, 6.14499, -1.54503], [-3.45718, 5.15281, -2.38832], [-3.57234, 5.17549, -3.81913], [-1.86736, 4.93539, -1.99220], [-1.07160, 6.13122, -2.08549], [-1.22331, 7.21592, -1.03406], [-4.06203, 3.53801, -1.70544], [-0.96961, 6.51311, -3.10020], [-0.06046, 5.76162, -1.88565], [-0.50084, 7.34043, -0.23132], [-2.20437, 7.07347, -0.56986], [-1.33927, 8.20959, -1.47408], [-4.97521, 3.71096, -1.13571], [-3.34697, 3.17356, -0.97264], [-4.31886, 2.79305, -2.45642], [-0.70177, -0.68661, -2.79912], [-0.58965, 0.11595, -1.60615], [-1.39910, -0.35632, -0.48545], [1.00375, 0.19820, -1.21888], [1.27758, 0.80465, 0.06619], [2.82571, 0.79180, 0.15300], [-1.04887, 1.82120, -2.14497], [0.93004, 0.14892, 0.86459], [0.84447, 1.79924, 0.14577], [3.26857, -0.20358, 0.13764], [3.04660, 1.18380, 1.14726], [3.17795, 1.37339, -0.69372], [-2.02889, 1.71647, -2.59808], [-0.24633, 2.01314, -2.85387], [-1.00513, 2.51001, -1.30584], [5.35315, 3.52649, 5.35251], [5.71587, 2.15244, 5.10678], [7.11727, 1.85936, 4.92654], [5.03319, 1.25448, 6.28660], [5.53435, -0.08375, 6.47681], [6.52811, -0.24457, 7.61525], [4.83651, 1.39377, 3.72354], [5.95115, -0.39883, 5.51603], [4.69252, -0.77388, 6.55884], [7.27856, 0.54463, 7.65288], [7.08425, -1.16034, 7.40119], [6.11019, -0.32608, 8.61663], [5.13890, 0.35651, 3.59048], [5.14694, 1.93985, 2.83464], [3.77867, 1.42392, 3.96768], [7.45389, 0.22736, 0.18556], [8.26931, -0.17797, 1.31949], [8.66838, 0.77424, 2.29151], [7.50016, -1.39215, 2.05708], [6.63884, -2.18753, 1.24420], [6.67386, -3.63225, 1.74741], [9.71165, -1.16963, 0.70451], [6.98826, -2.32782, 0.21948], [5.65150, -1.72965, 1.26945], [6.43623, -3.74239, 2.80264], [7.66538, -4.05079, 1.57229], [5.96312, -4.20987, 1.15439], [10.34063, -0.43565, 0.21166], [9.20964, -1.88315, 0.05569], [10.19444, -1.70399, 1.51616]], "forces_ev_per_angstrom": [[0.064, -0.373, 0.082], [-0.792, 0.326, -1.241], [-0.012, 0.110, -0.977], [-0.440, -0.940, 2.837], [0.920, 2.399, -0.697], [1.314, 0.313, 0.671], [0.746, 0.925, 0.880], [-0.113, -0.950, -0.528], [-0.092, 0.068, -0.128], [-0.088, -0.816, -0.196], [-1.166, -0.014, -0.080], [-0.478, -0.628, -0.109], [-0.078, -0.056, -0.382], [0.343, -0.215, -0.093], [-0.096, -0.029, 0.011], [0.548, -0.557, -0.127], [-0.297, 0.494, -0.406], [-1.080, -0.803, 0.458], [1.438, -0.056, -0.806], [-1.274, -0.178, -0.399], [-0.050, -0.599, 0.199], [-0.063, 0.100, 0.431], [0.638, -0.044, -0.127], [0.027, 0.136, 0.474], [0.303, 0.329, 0.086], [-0.219, 0.327, -0.293], [0.292, 0.258, -0.131], [-0.070, 0.078, 0.025], [-0.193, 0.247, 0.166], [0.077, 0.250, 0.342], [0.651, -0.187, 0.286], [-0.092, 0.758, 1.365], [-0.562, 0.094, 0.052], [-0.304, -1.358, -0.627], [0.418, 1.016, -0.298], [0.689, -0.889, 0.550], [-0.545, -0.084, -1.030], [-0.229, -0.059, -0.021], [0.005, -0.276, 0.048], [-0.275, 0.479, -0.087], [-0.511, -0.150, -0.311], [-0.063, 0.110, -0.027], [0.077, 0.538, 0.045], [0.235, -0.074, -0.141], [0.538, 0.014, 0.054], [0.022, -0.896, 0.596], [-1.241, 1.902, -1.778], [-0.818, -0.484, 0.827], [1.709, 0.340, 0.533], [-0.065, -0.535, 0.113], [-0.489, 0.457, -0.607], [0.620, 0.170, 0.108], [0.159, -0.072, 0.083], [-0.060, -0.059, -0.060], [0.135, -0.093, 0.131], [0.262, 0.187, 0.027], [-0.039, -0.015, 0.039], [0.303, -0.362, -0.120], [-0.332, -0.429, 0.022], [-0.097, -0.209, 0.131], [-0.453, 0.720, 0.874], [0.787, 0.519, -1.891], [0.295, -0.118, 0.225], [-0.556, -0.810, -0.542], [0.119, 1.476, 0.521], [1.428, -1.634, -0.535], [0.821, -0.407, 0.156], [-0.060, 0.109, -0.069], [-0.510, -0.687, -0.259], [0.117, 0.397, 0.473], [-0.691, 0.657, 0.135], [-0.541, -0.147, -0.170], [-0.117, -0.589, 0.237], [-0.589, 0.303, 0.337], [-0.069, 0.218, 0.437], [-0.205, 0.078, -0.158], [-0.258, -1.882, -1.155], [0.582, -0.274, 1.324], [-1.313, 0.912, -0.718], [0.887, -0.655, 0.535], [-0.162, -0.050, -0.160], [1.489, 0.948, 0.184], [-0.227, 0.464, -0.286], [-0.163, -0.013, 0.121], [-0.243, 0.338, -0.079], [0.395, 0.105, 0.030], [0.124, -0.069, 0.224], [-0.007, -0.041, -0.050], [-0.396, 0.036, 0.171], [-0.322, 0.136, -0.126], [0.618, 0.226, -0.852], [-0.400, -2.706, 1.470], [0.074, 0.499, 0.331], [-1.679, 1.099, -0.234], [2.910, -0.028, 0.442], [-2.209, 0.867, 0.250], [-0.052, 0.624, 0.000], [-0.803, -0.051, -0.132], [-0.105, -0.464, -0.311], [0.363, -0.703, -0.244], [0.225, 0.039, 0.256], [0.180, -0.112, -0.288], [0.037, 0.533, -0.110], [0.182, 0.016, -0.197], [0.534, 0.262, -0.267], [0.848, 0.381, 0.476], [-1.622, -0.519, -0.356], [1.384, 0.976, -0.550], [-2.064, 0.094, -0.332], [1.707, -1.234, 0.350], [-1.317, 0.467, 0.342], [1.288, -1.398, 0.915], [-0.579, 0.206, -0.088], [0.039, 0.016, 0.007], [-0.360, -0.171, -0.277], [0.400, 0.496, -0.266], [0.543, 0.268, 0.369], [0.030, 0.057, -0.069], [-0.279, 0.319, -0.264], [-0.183, -0.003, 0.008], [-0.365, -1.529, -0.245], [0.498, -0.106, -0.040], [-0.944, -0.233, 0.482], [0.384, 0.771, 0.026], [0.225, -0.358, -0.700], [0.408, -0.104, -0.261], [0.305, 0.505, 0.324], [0.589, 0.066, 0.206], [-0.340, 0.422, 0.482], [-0.151, 0.154, -0.289], [-0.042, -0.085, 0.185], [-0.372, 0.022, -0.144], [0.249, 0.039, 0.299], [-0.341, 0.131, -0.026], [-0.102, 0.300, -0.309], [0.844, -0.341, 0.975], [0.169, -1.178, -1.270], [-0.029, -0.146, 0.223], [0.474, 0.846, 0.069], [-0.199, -1.446, -0.004], [-0.174, 0.324, 0.127], [-1.620, 0.991, 0.423], [-0.008, 0.941, -0.115], [-0.048, -0.153, -0.180], [-0.083, 0.079, 0.064], [0.012, 0.015, 0.061], [-0.026, -0.038, 0.078], [0.189, -0.310, -0.240], [0.410, 0.068, -0.402], [0.004, 0.321, 0.190]], "mulliken_charge": [-0.6181, 1.0830, -0.5199, -0.1363, -0.1163, -1.1033, -1.0311, 0.0519, 0.5022, 0.2655, 0.1202, 0.4927, 0.3047, 0.3997, 0.3337, -0.7289, 1.0344, -0.4782, -0.1236, -0.1186, -1.3680, -0.5593, 0.2247, 0.3450, 0.3327, 0.4012, 0.3250, 0.1630, 0.4051, 0.1313, -0.6077, 1.1758, -0.6309, -0.2929, -0.5040, -0.7422, -0.1356, 0.3205, 0.3298, 0.4791, 0.2809, 0.0926, -0.1805, 0.0109, 0.4551, -0.3398, 0.8838, -0.6542, -0.1204, -0.3310, -1.1896, -1.1249, 0.4093, 0.3273, 0.3317, 0.2015, 0.3951, 0.3930, 0.2875, 0.4374, -0.6798, 1.1109, -0.5904, -0.0756, -0.5301, -0.9654, -0.5516, 0.2979, 0.3854, 0.3952, 0.3529, 0.2349, 0.4561, -0.0124, 0.1781, -0.6664, 0.9348, -0.3780, -0.2024, -0.6994, -0.7872, -0.6261, 0.5523, 0.1746, 0.1351, 0.5148, 0.2471, 0.3749, 0.4694, -0.0807, -0.6570, 1.1223, -0.5827, -0.1150, -0.5148, -0.9592, -0.4288, 0.4077, 0.2549, 0.3223, 0.2781, 0.3378, 0.6552, -0.0675, -0.0206, -0.6194, 1.0110, -0.3089, -0.2210, 0.1197, -1.2033, -0.9068, 0.1290, 0.3408, 0.3501, 0.2947, 0.1514, 0.1071, 0.5562, 0.2492, -0.6476, 1.1657, -0.5456, -0.3208, 0.0632, -1.2285, -0.6334, 0.0315, 0.3809, 0.3166, 0.3389, 0.3325, 0.1995, 0.4085, 0.1280, -0.4382, 0.9700, -0.5505, -0.3359, 0.1641, -1.4068, -0.9413, 0.3871, 0.0505, 0.3250, 0.3267, 0.4131, 0.3816, 0.2963, 0.3457], "smiles": "CCOS(C)(=O)=O.CCOS(C)(=O)=O.CCOS(C)(=O)=O.CCOS(C)(=O)=O.CCOS(C)(=O)=O.CCOS(C)(=O)=O.CCOS(C)(=O)=O.CCOS(C)(=O)=O.CCOS(C)(=O)=O.CCOS(C)(=O)=O", "homo_ha": -0.3955, "e_lumo_ev": -0.029, "total_charge": 0}

[2]
{"formula": "C5H7N", "method": "ωB97M-V/def2-TZVPD", "symbols": ["C", "C", "C", "C", "C", "N", "H", "H", "H", "H", "H", "H", "H"], "xyz": [[1.57074, 0.91320, -0.43507], [-1.53747, 0.31187, -0.61281], [-0.76793, 0.28105, 0.69758], [1.67151, -0.94217, 0.31355], [0.67726, 0.09712, 0.26193], [2.61203, 0.10443, -0.32726], [1.36780, 1.93635, -0.94874], [-1.65281, -0.65921, -1.00698], [-1.11416, 0.96448, -1.31017], [-0.81442, 1.19020, 1.24666], [-1.06748, -0.53172, 1.28918], [2.10783, -1.30235, 1.28745], [1.38198, -1.75349, -0.25105]], "forces_ev_per_angstrom": [[-1.227, 1.393, -0.644], [1.464, -0.624, 1.613], [1.074, 0.461, -1.306], [2.760, 0.739, 2.133], [-3.210, 1.880, 0.349], [0.226, -0.653, -0.594], [1.090, -1.781, 0.962], [-0.688, -1.071, -0.562], [0.016, 1.415, -1.146], [-0.383, 0.802, 0.565], [-0.475, -1.018, 1.008], [-0.709, 0.394, -0.696], [0.062, -1.936, -1.682]], "mulliken_charge": [-0.1450, -0.8339, -0.4345, -0.2619, 0.2210, -0.5572, 0.2758, 0.3281, 0.3591, 0.3097, 0.2628, 0.2223, 0.2537], "homo_ha": [-0.3269, -0.3020], "e_lumo_ev": [-0.132, -0.126], "total_charge": 0}

| no. | largest force on an atom (eV/A) |
| --- | --- |
| 1 | 3.106 |
| 2 | 3.736 |